(1)
A 9-piece molecular cluster, C18H54O9 overall, computed with ωB97M-V/def2-TZVPD.

Results
ΔE to the lowest compared entry with this formula, charge and spin in eV: 4.6267
Total charge: 0
SMILES: CCO.CCO.CCO.CCO.CCO.CCO.CCO.CCO.CCO

XYZ file:
```
81
Properties=species:S:1:pos:R:3:forces:R:3
H -0.417194 -0.136372 1.171330 0.15 -0.27 0.31
C 0.829017 2.141129 4.073590 -0.10 0.94 -0.05
H -0.884801 3.056264 3.088486 -0.18 -0.06 0.21
H 6.248104 1.605611 -1.466889 -0.07 -0.03 0.18
H -5.333314 -0.668690 1.376929 0.06 0.51 -0.26
H 6.153168 -2.623640 3.418150 -0.20 -0.01 0.04
O -6.402747 -3.061789 1.561904 0.37 -1.77 -1.38
H 4.925538 2.994044 -3.226313 0.28 -0.20 -0.13
H 0.294576 3.180135 -5.246658 0.06 0.13 0.04
H -0.202918 2.921993 5.560668 -0.10 -0.10 -0.18
O 5.209220 -0.144630 -1.981369 -1.14 -0.58 1.30
O 4.246710 -2.167603 2.839515 -1.23 -1.28 0.04
H 7.002108 -0.468196 2.447854 0.25 0.19 -0.03
H 0.429838 1.127759 4.116462 -0.47 0.02 -0.32
O 3.247848 -5.005824 -4.814091 0.73 -0.38 -0.32
O -1.871508 4.312087 -6.224425 -0.05 1.90 -0.16
C -0.426143 -0.940406 0.435434 -0.43 0.49 -0.62
H 2.068030 -3.211150 -6.196259 -0.24 -0.24 0.08
H -6.688108 -3.837388 2.050386 0.10 -0.10 -0.08
O -1.923071 -3.326479 6.494788 -0.22 0.11 -0.82
C -1.792519 3.051649 -5.677668 0.79 -1.84 0.38
H -5.891159 -2.018498 3.169625 0.20 0.78 0.24
H -5.265003 4.294770 -1.041302 -0.22 0.22 0.30
H -3.839762 2.947223 0.512837 -0.03 0.13 0.06
H 3.262748 -2.381074 -5.295715 0.10 -0.07 0.48
O 0.718668 2.766417 5.341386 0.65 -0.26 0.76
C 0.614973 -0.619568 -0.617762 0.61 -0.18 0.69
H -3.110633 -4.226980 3.467609 0.01 0.09 -0.02
H -1.549956 2.381929 -6.502740 -0.33 -0.65 0.02
H -2.648888 -5.406294 4.683062 0.46 0.13 0.12
H -6.815256 -0.778453 0.453408 -0.34 -0.44 0.27
H -0.305909 -1.924159 0.889180 0.15 0.14 -0.01
H 0.464293 4.140019 3.265775 0.37 -0.19 0.02
H -2.744646 2.773721 -5.225657 0.00 -0.25 0.18
H 3.186564 -5.878870 -4.419590 -0.10 0.07 0.17
H 2.600282 -0.529131 -0.554213 0.09 0.06 -0.24
H 1.884249 1.999702 3.839937 0.13 0.27 0.31
H -3.893785 4.750783 -2.012374 0.19 -0.57 -0.27
C 0.204091 3.100389 3.066826 -0.51 -0.77 -0.67
H -1.292949 -2.666573 6.793231 0.06 0.04 0.05
H 3.909240 2.422864 -1.956456 -0.09 -0.25 0.14
C -0.616547 2.942744 -4.697471 -0.09 0.66 -0.08
C -4.183889 4.430465 -1.011703 0.66 -0.54 0.37
H -0.446767 1.971139 -4.233514 -0.45 -0.19 -0.27
O -3.757397 5.474406 -0.128980 -0.41 -0.01 -0.30
C -6.417282 -0.738939 1.467386 0.76 0.47 0.67
H 0.493575 0.414666 -0.939821 0.00 0.16 -0.06
C -1.944341 -3.297624 5.055484 -0.43 -1.12 -0.16
H -2.443628 3.208465 -0.523451 -0.03 -0.05 -0.13
H 5.951295 -0.609525 -1.587930 -0.09 -0.25 0.03
H 3.931052 1.543110 -3.496926 0.01 0.06 -0.03
C -6.601732 -1.945190 2.346338 -0.92 -0.24 0.54
C 4.544542 2.079059 -2.772716 0.34 -0.56 0.57
H 1.546553 -2.170759 -4.872164 0.05 0.08 0.06
H -3.889179 -4.270476 5.056884 -0.08 0.26 -0.04
H 5.953406 -2.495351 1.665518 -0.21 -0.42 -0.16
C 5.939317 -0.588353 2.657932 1.53 -0.33 0.55
H 5.423789 0.094391 1.982511 -0.40 -0.59 -0.34
H -3.682945 6.238487 -0.705382 0.06 0.32 0.40
C -2.937122 -4.365612 4.534747 0.15 0.29 0.41
H -3.862999 2.262476 -1.089950 0.11 0.03 -0.17
H -1.408907 -0.880465 -0.032179 -0.16 -0.19 -0.01
H 0.554824 -1.247473 -1.506705 -0.10 -0.23 0.01
H -0.947986 -3.488169 4.656647 0.16 -0.13 0.03
H 3.837004 -1.812717 2.047184 -0.40 0.04 0.00
C 2.305221 -2.889359 -5.182215 -0.15 -0.19 0.17
H -2.743220 4.416413 -6.612795 0.07 0.11 -0.07
H 5.785629 -0.182084 3.657646 -0.12 -0.16 0.09
H -2.258617 -2.346610 4.625483 -0.12 0.34 0.41
H 2.665421 -3.839394 -3.225344 -0.29 0.13 0.14
C -3.530629 3.127915 -0.516664 -0.32 0.45 -0.26
H -0.720698 3.661121 -3.884327 -0.01 0.12 -0.01
C 2.333078 -4.100204 -4.230153 0.19 0.34 -1.25
H 0.459820 2.826696 2.043209 0.20 0.13 -0.11
H -7.588850 -2.061905 2.793633 -0.35 0.67 0.10
C 5.676047 1.146684 -2.273263 0.09 0.59 -1.71
H 6.331685 0.886112 -3.104129 0.57 1.20 -0.29
H 1.356200 -4.583084 -4.255257 -0.28 0.26 0.49
C 5.610988 -2.108385 2.625269 0.70 2.59 -0.24
H -6.803075 0.144273 1.976514 0.15 0.14 -0.11
O 1.887371 -0.793665 0.031767 -0.15 0.04 -0.08
```
Positions in Å, forces in eV/Å.

Results of the Mulliken charge analysis, in e, for atoms 1 through 4: H 0.134; C -0.121; H 0.318; H 0.314


(2)
A 9-piece molecular cluster, C18H54O9 overall, computed with ωB97M-V/def2-TZVPD.

Results
ΔE to the lowest compared entry with this formula, charge and spin in eV: 4.0715
Total charge: 0
SMILES: CCO.CCO.CCO.CCO.CCO.CCO.CCO.CCO.CCO

XYZ file:
```
81
Properties=species:S:1:pos:R:3:forces:R:3
H -2.987619 -1.799311 -2.453181 0.07 0.08 -0.01
H -3.708045 -0.754026 1.880565 -0.28 -0.25 0.12
C -4.375377 0.063827 2.170937 1.22 0.19 -0.65
C -2.801921 4.693074 1.442355 0.39 0.51 -0.30
H -1.682771 -2.884402 -6.283715 0.10 -0.33 -0.24
H -3.459374 2.720331 0.686299 -0.35 0.24 0.28
C 2.344141 3.657695 2.678996 0.65 -1.14 0.26
O -0.546788 -0.675117 -0.924857 -0.56 0.29 -0.29
H -4.529339 -0.966047 4.058286 -0.16 -0.07 -0.06
H 0.920792 -3.246019 -3.803126 0.00 -0.02 -0.05
H 5.042889 -0.229624 1.671263 -0.10 -0.13 -0.22
H -1.483423 -1.566534 -4.635310 -0.22 -0.13 -0.23
H 0.985556 -1.885087 -4.935858 0.07 -0.17 0.00
H -4.122193 0.711933 4.233148 0.01 0.13 -0.15
H 4.075562 -0.006697 -0.927261 0.51 -0.21 -0.08
O -2.961569 0.181730 -2.199079 0.30 0.41 -0.23
H -4.538318 -1.146088 -0.625351 0.10 0.29 -0.03
H 3.554158 0.876841 -3.197572 -0.22 -0.08 -0.27
H 0.024666 -5.905562 -0.834366 0.01 0.04 0.17
H 5.655729 0.821220 -2.689934 0.20 -0.09 -0.01
H 2.489234 -6.113719 -0.974473 0.03 0.31 -0.61
H -0.257751 -3.176653 -0.854585 0.22 0.02 -0.31
H 3.283170 -0.145792 1.313721 0.06 0.20 -0.25
H -6.295204 1.004922 4.436136 0.31 0.03 0.13
H 3.708847 -0.760999 -3.900925 -0.15 -0.06 0.04
H 4.285293 1.330838 1.776184 -0.38 0.05 -0.40
H -5.178187 -2.279716 -1.726202 -0.34 0.16 -0.38
H -1.710753 0.437237 0.474751 -0.15 -0.06 -0.49
O -1.109716 -3.377944 -5.689222 0.06 1.01 0.06
H -0.937678 5.364341 1.481859 -0.06 -0.13 -0.07
H 2.073932 -5.468894 0.518508 -0.18 0.47 0.09
O -1.670414 5.266969 2.097206 0.13 -0.09 0.26
H -1.005069 -0.261558 -1.674826 -0.10 -0.35 0.14
C -1.003566 -2.540613 -4.521756 0.18 -0.79 0.86
C 2.044507 -5.213192 -0.545951 -0.29 -0.30 0.67
H 2.590040 -0.589580 -1.467356 -0.12 -0.47 -0.39
H -5.695958 -0.543163 -1.827542 -0.13 -0.14 -0.02
H -3.634624 4.995877 2.079986 -0.15 -0.33 -0.21
H 0.974164 -0.858548 0.986056 0.07 0.18 -0.14
H -2.483713 2.685213 2.190550 -0.08 -0.01 0.01
H 3.942073 -0.970708 3.729007 0.03 -0.03 -0.33
C -2.651468 3.196537 1.243624 0.42 -0.01 -0.34
H 0.560954 -1.594316 -3.281450 -0.39 -0.12 0.17
H -3.430310 0.991104 -2.424069 -0.15 -0.13 -0.06
C -4.731559 0.024260 3.641580 -0.23 -0.02 0.29
H -0.272551 1.209786 -0.229942 0.19 0.10 0.56
H 0.327476 0.323896 2.127815 0.04 0.36 -0.35
H 3.406705 5.849884 1.335592 -0.08 -0.03 -0.06
H -2.898042 5.186114 0.465617 -0.36 -0.10 0.10
H -1.509793 -3.118007 -3.738251 -0.14 0.43 0.14
H 4.493757 1.158419 4.972002 -0.46 -0.32 0.11
H 2.775011 0.314982 3.646856 0.09 0.30 -0.10
C 3.407987 3.904761 1.604000 -0.88 1.02 -0.49
O 4.742815 0.874089 4.093618 0.78 0.61 -0.18
H 3.301582 3.109103 0.866256 0.71 -0.13 0.21
H -3.771632 0.935059 1.904897 -0.32 0.14 0.22
C -4.870202 -1.233553 -1.660846 0.32 -0.20 0.10
C 0.609911 -4.994385 -0.999028 -0.06 -0.38 -0.71
O 5.433956 0.036055 -3.199936 -0.30 0.04 -0.11
H -3.944773 -0.979752 -3.650134 -0.19 0.27 0.03
H -1.783151 3.012670 0.601877 0.16 0.09 0.22
O 3.162718 5.082313 0.807729 -0.13 -0.01 0.21
H 4.404537 4.027448 2.035713 -0.01 -0.60 -0.08
O -6.117481 0.316198 3.795214 -0.34 -0.12 -0.16
H 0.570777 -4.837700 -2.082837 0.12 0.10 0.02
C 3.658388 -0.661150 -1.695024 -0.31 0.53 -0.49
C 4.009641 -0.110667 -3.085003 0.40 0.37 0.87
C 0.060217 -0.364902 1.319008 0.58 0.11 0.73
C -0.679680 0.266094 0.147179 0.39 -0.80 0.39
C 0.435396 -2.314376 -4.092421 0.42 0.13 -0.69
C -3.689370 -0.973848 -2.587323 0.03 -0.67 0.59
O -0.012805 -3.932099 -0.316402 -0.12 0.09 0.81
H 2.853339 3.124398 3.492299 -0.10 0.36 0.22
H 1.834698 4.537044 3.062400 0.09 0.11 -0.07
H 2.626662 -4.309419 -0.713601 0.25 -0.16 -0.08
H -5.226801 0.074524 1.495314 -0.27 -0.20 0.28
H -0.482323 -1.139130 1.867564 -0.46 -0.05 -0.55
C 4.099593 0.267321 1.898458 0.32 -0.39 1.44
H 4.036893 -1.677082 -1.628047 -0.08 -0.04 0.40
C 3.815796 0.069149 3.399636 -0.35 -0.33 -0.01
H 1.627748 2.902706 2.346676 -0.32 0.43 -0.23
```
Positions in Å, forces in eV/Å.

Results of the Mulliken charge analysis, in e, for atoms 1 through 4: H -0.015; H 0.230; C -0.234; C -0.579